1) This record from OMol25 describes one molecule with the formula C2H7NO. The level of theory is ωB97M-V/def2-TZVPD.

```
11
C2H7NO ωB97M-V/def2-TZVPD
H -0.6162 2.2165 -0.6498
H 0.6190 0.8599 1.2185
H 0.0580 -1.8926 -1.0475
N -0.4979 -0.0054 -0.3331
H -1.3499 0.1211 0.1999
O 0.1911 2.2513 -0.0845
C -0.1614 -1.4189 -0.0961
C 0.5622 0.8761 0.1259
H -0.9097 -1.9907 0.4760
H 1.4396 0.5986 -0.4236
H 0.6653 -1.6159 0.6142
```

Computed properties:
Orbital gap = 10.537 eV
Total charge = 0
Structure (SMILES) = CNCO
LUMO = 1.09 eV


2) This record from OMol25 describes a 2-piece molecular cluster, C2H7NO overall. The level of theory is ωB97M-V/def2-TZVPD.

```
11
C2H7NO ωB97M-V/def2-TZVPD
C -0.9247 -0.1955 1.4202
H -1.3109 -0.5008 2.3457
N 1.3495 0.1191 0.2366
O -0.2910 0.4829 -2.4816
H 0.9752 -0.6114 2.1590
H 2.2445 -0.2000 0.1298
H 0.9351 0.3848 -0.5807
C 0.4538 -0.1961 1.2963
H -1.0662 1.0165 -2.1825
H -1.6375 -0.0230 0.5773
H -0.7278 -0.2766 -2.9201
```

Computed properties:
Orbital gap = 8.747 eV
Total charge = 0
Structure (SMILES) = C=CN.O
LUMO = 0.77 eV


3) This record from OMol25 describes one molecule with the formula C2H7NO. The level of theory is ωB97M-V/def2-TZVPD.

```
11
C2H7NO ωB97M-V/def2-TZVPD
H 0.8335 1.2298 1.2132
H -0.9207 1.2274 -0.1600
H 0.3011 -1.5074 0.7196
H -1.5648 -0.5144 -0.5281
H -0.7551 -0.4617 1.6872
C -0.6821 0.1250 -0.3602
O 1.1651 0.2132 1.2918
H 0.8973 0.8106 -1.4203
N 0.0920 0.1248 -1.6504
C -0.0602 -0.4622 0.8998
H 0.6937 -0.7850 -1.6927
```

Computed properties:
Orbital gap = 10.761 eV
Total charge = 0
Structure (SMILES) = NCCO
LUMO = 0.88 eV


Q: Which of them is the least stable? A: 3).


1) This record from OMol25 describes a 2-piece molecular cluster, C3H6NO2 overall. The level of theory is ωB97M-V/def2-TZVPD.

```
12
C3H6NO2 ωB97M-V/def2-TZVPD
O 1.2593 0.2379 -0.4268
O -0.5139 -1.8985 -0.2776
H -1.2013 -1.9719 -0.9953
C -0.5392 -0.8263 0.5290
H -1.5203 1.9226 -0.7895
H 0.0825 -1.1449 1.4633
N -1.2519 0.1550 0.3600
H 3.1016 0.8327 -0.8806
H -2.9068 1.2487 0.3526
C -1.8173 1.1419 -0.0977
H 2.8737 -0.0657 0.8784
C 2.4337 0.3685 -0.1158
```

Computed properties:
Orbital gap = 9.533 eV
Total charge = +1
LUMO = -4.95 eV


2) This record from OMol25 describes an isolated ion of composition C3H6NO2 and charge +1. The level of theory is ωB97M-V/def2-TZVPD.

```
12
C3H6NO2 ωB97M-V/def2-TZVPD
N 0.1627 0.0874 -0.1337
C 1.3664 -0.5918 -0.0301
H -2.7600 -0.6792 0.5526
O -0.9018 -0.4894 0.1834
H -2.3362 0.9151 1.0574
H 1.0768 -1.6900 -0.0687
H 2.1970 1.2462 0.0826
H -2.3632 0.5812 -0.6342
C 2.4416 0.2129 0.1401
H 3.3617 -0.2184 0.3293
O 0.1943 1.2842 -0.5641
C -2.1461 0.1672 0.2731
```

Computed properties:
Orbital gap = 9.376 eV
Total charge = +1
Structure (SMILES) = C=C[N+](=O)OC
LUMO = -7.04 eV


3) This record from OMol25 describes a 2-piece molecular cluster, C3H6NO2 overall. The level of theory is ωB97M-V/def2-TZVPD.

```
12
C3H6NO2 ωB97M-V/def2-TZVPD
C -1.1691 -0.6586 -0.0374
H 0.7353 -2.7794 -0.0920
H -1.0409 -1.7357 -0.1472
H 0.6067 2.0805 0.2039
H -2.4500 0.7021 0.3290
O 2.3461 0.0199 0.2849
H 3.1077 -0.5834 0.1939
H -0.6960 1.9332 -0.8250
N -0.2275 1.5526 -0.0126
C -0.0396 0.1627 -0.0298
C 1.1990 -0.4404 -0.0009
O -2.3717 -0.2537 0.1332
```

Computed properties:
Orbital gap (alpha / beta) = 8.504 / 7.985 eV
Total charge = +1
LUMO (alpha / beta) = -5.45 / -6.08 eV


Q: Which of them is the least stable? A: 2).


1) This record from OMol25 describes one molecule with the formula C3H5B. The level of theory is ωB97M-V/def2-TZVPD.

```
9
C3H5B ωB97M-V/def2-TZVPD
H -1.4794 1.4527 0.2951
B -2.3644 -0.2904 -0.2755
H -1.0112 -0.0661 1.1484
C -1.0784 0.4388 0.1134
H 1.1536 -1.5810 0.5560
C 1.2734 -0.6410 -0.0067
H 2.1119 -0.6620 -0.6396
C 0.4162 0.3075 -0.3371
H 0.9782 1.0414 -0.8540
```

Computed properties:
Orbital gap = 8.880 eV
Total charge = 0
LUMO = 0.39 eV


2) This record from OMol25 describes one molecule with the formula C3H5B. The level of theory is ωB97M-V/def2-TZVPD.

```
9
C3H5B ωB97M-V/def2-TZVPD
B 2.6206 0.2546 0.1203
H 0.9741 -0.6327 0.8875
C 1.0356 -0.0552 0.0017
C -1.3816 -0.1154 -0.1548
C -0.4239 0.7182 -0.0690
H -1.1805 -1.1715 0.1236
H -2.4158 0.0480 -0.2001
H 1.2271 -0.8574 -0.7830
H -0.4556 1.8114 0.0738
```

Computed properties:
Orbital gap = 8.799 eV
Total charge = 0
LUMO = 0.33 eV


Q: Which of them is the least stable? A: 2).


1) This record from OMol25 describes a 2-piece molecular cluster, C2H6O2 overall. The level of theory is ωB97M-V/def2-TZVPD.

```
10
C2H6O2 ωB97M-V/def2-TZVPD
H 0.6281 0.7474 -1.9543
H -0.3741 -1.4726 -2.0323
C -0.5853 0.3874 0.6855
H -1.2953 -0.4405 0.9858
H -1.2368 1.2230 0.2904
O 1.0887 0.3275 -1.2157
H 1.0360 -1.2932 0.3221
C 0.1729 -0.4191 -0.4387
H -0.0753 0.6443 1.6270
O -0.7142 -1.1079 -1.2114
```

Computed properties:
Orbital gap = 10.537 eV
Total charge = 0
LUMO = 0.74 eV


2) This record from OMol25 describes a 2-piece molecular cluster, C2H6O2 overall. The level of theory is ωB97M-V/def2-TZVPD.

```
10
C2H6O2 ωB97M-V/def2-TZVPD
H -0.9462 -0.2654 -0.5009
H 4.8458 -0.2013 -0.9017
O 5.6086 -0.1548 -1.5216
H -0.1718 0.8909 0.6272
H -0.1722 -1.6943 1.5661
H 0.7477 0.2514 -0.7709
C 0.0000 0.0000 0.0000
H 6.3926 -0.0262 -0.9410
O 1.7556 -1.1863 1.1014
C 0.5405 -1.0833 0.9608
```

Computed properties:
Orbital gap = 11.045 eV
Total charge = 0
Structure (SMILES) = CC=O.O
LUMO = 0.92 eV


Q: Which of them is the least stable? A: 1).


1) This record from OMol25 describes C3H3Br2F as an isolated structure. The level of theory is ωB97M-V/def2-TZVPD.

```
9
C3H3Br2F ωB97M-V/def2-TZVPD
F -3.6084 -0.0786 -1.8731
Br -2.6838 -1.5964 -0.0096
C -3.1499 0.1497 -0.6328
Br -4.4779 1.0493 0.3849
H 1.4586 -0.7992 0.5459
H -0.2897 1.7723 -0.1350
C 0.2331 0.8745 -0.0747
C 0.4038 -0.3700 0.1419
H -0.3813 -1.1228 -0.1864
```

Computed properties:
Orbital gap (alpha / beta) = 6.369 / 9.737 eV
Total charge = 0
LUMO (alpha / beta) = -1.69 / 0.19 eV


2) This record from OMol25 describes a 2-piece molecular cluster, C3H3Br2F overall. The level of theory is ωB97M-V/def2-TZVPD.

```
9
C3H3Br2F ωB97M-V/def2-TZVPD
H -1.8024 -0.2324 -0.3574
H 2.1429 -0.6634 -0.1564
Br 0.6698 -0.4037 -2.9851
H 1.2073 -0.7770 1.6467
Br -1.8317 0.5125 2.0621
C 1.3573 -0.5818 0.5282
C 0.3555 -0.0128 -0.0129
F -1.1769 1.7230 -0.5566
C -0.9218 0.4355 -0.1687
```

Computed properties:
Orbital gap (alpha / beta) = 7.604 / 6.270 eV
Total charge = 0
LUMO (alpha / beta) = -2.92 / -3.52 eV


Q: Which of them is the least stable? A: 1).


1) This record from OMol25 describes one molecule with the formula C4H8N2O2. The level of theory is ωB97M-V/def2-TZVPD.

```
16
C4H8N2O2 ωB97M-V/def2-TZVPD
C 1.8885 -0.4508 -0.5259
C -1.2012 1.2533 -0.1199
O -2.4104 -0.2699 -1.2856
H 0.8746 2.0230 0.0509
C -1.8786 -0.0424 -0.0706
H -2.9106 0.4787 1.4818
O -2.6164 -0.3256 1.1055
H -2.7046 -1.1464 -1.3927
C 0.1137 1.1585 0.0808
H 1.9142 -1.4197 -0.9809
N 0.6349 -0.0949 0.1850
H 2.2156 0.2013 -1.2660
H -1.7097 2.0785 -0.3491
H -0.3083 -1.5196 0.8726
H 2.5455 -0.2713 0.3022
N -0.3879 -1.1054 -0.0407
```

Computed properties:
Orbital gap = 8.571 eV
Total charge = 0
Structure (SMILES) = CN1C=CC(O)(O)N1
LUMO = 0.80 eV


2) This record from OMol25 describes one molecule with the formula C4H8N2O2. The level of theory is ωB97M-V/def2-TZVPD.

```
16
C4H8N2O2 ωB97M-V/def2-TZVPD
H 0.2624 -1.6374 -1.5441
C -1.1713 1.9728 0.6649
H -0.1563 2.2425 0.6439
N -1.3601 0.6316 0.4058
O 2.7029 0.2923 -1.3794
C 1.8369 -0.4828 -0.9723
C -0.4787 -0.3065 0.1523
O 1.2380 -1.3440 -1.8346
H -1.6463 2.0019 1.6897
N -0.7794 -1.5827 -0.3580
H 1.2972 -1.0886 1.1793
H 1.4739 0.6423 0.7756
H -0.5299 -2.1889 0.4126
C 1.0700 -0.3564 0.3849
H -1.8584 -1.5164 -0.3288
H -1.9008 2.7202 0.1082
```

Computed properties:
Orbital gap = 10.188 eV
Total charge = 0
Structure (SMILES) = C/N=C(/N)CC(=O)O
LUMO = 0.46 eV


3) This record from OMol25 describes one molecule with the formula C4H8N2O2. The level of theory is ωB97M-V/def2-TZVPD.

```
16
C4H8N2O2 ωB97M-V/def2-TZVPD
O -0.7439 0.3880 -2.1944
H -0.2258 -2.1708 -2.0084
C -0.3377 0.5814 0.7649
H 1.1427 -0.2776 -2.2354
N 0.4218 0.9860 2.2930
H 1.6473 0.0198 0.1610
H -0.6636 -0.6800 2.9652
H 1.0097 1.5109 -0.5514
C -0.0468 -0.1952 2.1985
O -1.5031 0.8367 0.4936
H -0.7235 -1.7160 -0.5119
N 0.0405 -1.6565 -1.1770
H -1.4236 0.5912 -1.5368
H 0.3306 1.5739 3.1245
C 0.7613 0.4864 -0.2631
C 0.3139 -0.2782 -1.5223
```

Computed properties:
Orbital gap = 9.554 eV
Total charge = 0
LUMO = 0.15 eV


4) This record from OMol25 describes one molecule with the formula C4H8N2O2. The level of theory is ωB97M-V/def2-TZVPD.

```
16
C4H8N2O2 ωB97M-V/def2-TZVPD
H -2.5702 -1.7235 -0.2993
C 1.6264 0.2989 0.2506
H 0.8347 2.7666 -0.3469
C -1.7005 -1.9416 0.4588
N -0.5842 -0.4239 -0.6860
C 0.1826 0.6336 -0.1696
H 1.9068 -0.5186 -0.4523
H -0.3005 1.1420 0.8197
H 2.2183 1.1314 0.1456
O 1.8661 -0.2511 1.5192
N -0.6058 -1.3438 0.2544
H -2.0321 -2.6627 1.1793
C 0.1543 1.9526 -1.0416
O -0.6115 2.2468 -2.0218
H -1.6705 -0.1684 -0.9035
H 1.2860 -1.1384 1.2933
```

Computed properties:
Orbital gap = 10.166 eV
Total charge = 0
Structure (SMILES) = C=NN[C@H](C=O)CO
LUMO = 0.49 eV


Q: Which of them is the least stable? A: 4).


1) This record from OMol25 describes a 2-piece molecular cluster, C4H8N2O2 overall. The level of theory is ωB97M-V/def2-TZVPD.

```
16
C4H8N2O2 ωB97M-V/def2-TZVPD
O 1.2906 -0.0065 -0.0374
H 0.6619 0.9277 -1.4420
H -1.3411 -2.0983 -1.7366
C -1.5641 -0.4824 -0.2055
H 1.3134 -0.1411 0.9294
H -0.7944 -0.3841 1.5511
C -1.5367 -1.0364 -1.6288
H -0.8578 -0.5214 -2.2863
H 0.8156 2.6586 1.1530
H 0.2627 3.2507 -0.4702
O -2.3378 1.6374 0.6511
N -0.8926 -1.0171 0.7619
N -2.3840 0.6057 -0.0842
H -2.5098 -0.7295 -2.1281
C 0.8079 1.1703 -0.4004
C 0.6790 2.4209 0.1409
```

Computed properties:
Orbital gap (alpha / beta) = 7.692 / 7.418 eV
Total charge = 0
Structure (SMILES) = [H]/N=C(/C)N=O.C=CO
LUMO (alpha / beta) = -1.34 / -1.54 eV


2) This record from OMol25 describes C4H8N2O2 as an isolated structure. The level of theory is ωB97M-V/def2-TZVPD.

```
16
C4H8N2O2 ωB97M-V/def2-TZVPD
H -1.1948 -1.7820 1.7463
C 0.6514 0.4742 0.5886
N -0.8098 1.7082 -1.2230
H -0.4059 -0.2551 -2.5347
C -1.0306 -1.6294 0.6757
H -1.1750 2.2202 -0.4244
C -0.5946 -0.2431 0.4434
H -0.2449 -2.3258 0.3622
H -0.1187 2.3075 -1.6693
H -1.9374 -1.8742 0.1189
O 0.2441 -0.3317 -1.8186
H 2.1717 -0.3762 1.6648
H 2.7105 0.5998 0.5120
C -0.1763 0.5103 -0.7700
O -0.0541 1.0502 1.6026
N 1.9642 -0.0529 0.7254
```

Computed properties:
Orbital gap = 8.814 eV
Total charge = 0
LUMO = 0.59 eV


3) This record from OMol25 describes a 3-piece molecular cluster, C4H8N2O2 overall. The level of theory is ωB97M-V/def2-TZVPD.

```
16
C4H8N2O2 ωB97M-V/def2-TZVPD
H 1.0801 -0.1635 0.8423
O -0.6777 -2.9573 1.0511
H 1.0544 -0.4338 2.5103
H 1.9095 -1.4633 1.5517
H 1.6837 0.3960 -2.4030
H -0.0335 -0.0200 -2.6493
N 1.0744 -0.8948 1.6074
H -2.2574 1.7382 0.5306
C -0.9999 -1.8521 1.1422
C 0.7850 -0.0019 -1.9274
H 0.9914 -1.0217 -1.5996
C -0.5091 1.4060 -0.4938
C -1.4724 2.1557 -0.0766
H -1.5474 3.1911 -0.3616
O -1.5893 -0.8585 1.0292
N 0.5082 0.7800 -0.7536
```

Computed properties:
Orbital gap = 9.777 eV
Total charge = 0
Structure (SMILES) = C=C=NC.O=C=O.N
LUMO = 0.76 eV


4) This record from OMol25 describes a 3-piece molecular cluster, C4H8N2O2 overall. The level of theory is ωB97M-V/def2-TZVPD.

```
16
C4H8N2O2 ωB97M-V/def2-TZVPD
N -0.2331 0.1677 2.8976
C -0.5426 1.3784 -1.0886
O -1.8871 1.3028 1.8250
H -1.3606 1.8904 -0.5768
H 0.3162 2.0480 -1.1585
C -0.9152 0.5976 1.8182
H -0.8643 1.1090 -2.0949
H 2.4208 -0.8338 -2.3526
H 0.3137 -1.8339 0.5809
H 0.6343 -0.3252 2.7840
O 1.9911 -1.6364 -2.0197
C -0.2033 0.1783 -0.3479
H -0.4861 0.4935 3.8264
N 0.6091 -1.3261 -2.1059
C 0.0237 -0.9572 0.0512
H 0.1834 -2.2533 -2.0384
```

Computed properties:
Orbital gap (alpha / beta) = 8.352 / 7.508 eV
Total charge = 0
LUMO (alpha / beta) = 0.53 / 0.73 eV


Q: Which of them is the least stable? A: 4).


1) This record from OMol25 describes one molecule with the formula C4H8N2O2. The level of theory is ωB97M-V/def2-TZVPD.

```
16
C4H8N2O2 ωB97M-V/def2-TZVPD
H 1.7078 -2.0600 0.1198
N 0.4448 0.0650 1.2108
C -1.7534 1.5106 0.1914
N -1.5432 0.1390 0.5909
H 1.0286 1.8251 -0.3573
C 1.8793 -1.1488 -0.4438
H 1.8348 -1.3601 -1.5117
H -1.6218 2.1641 1.0561
H -2.8060 1.5883 -0.0977
O -0.7356 -1.9914 0.1915
O 1.0652 1.0486 -0.9306
C 0.8458 -0.0756 -0.1075
H -1.5481 -2.1650 0.6912
H 2.8636 -0.7438 -0.2077
C -0.5399 -0.6431 0.2343
H -1.1220 1.8470 -0.6299
```

Computed properties:
Orbital gap (alpha / beta) = 8.628 / 8.627 eV
Total charge = 0
LUMO (alpha / beta) = -0.69 / -0.69 eV


2) This record from OMol25 describes one molecule with the formula C4H8N2O2. The level of theory is ωB97M-V/def2-TZVPD.

```
16
C4H8N2O2 ωB97M-V/def2-TZVPD
C 0.6433 -0.2917 -0.0942
H 1.7810 -1.6686 -1.1147
H -0.0575 -2.1561 1.1125
C -1.4173 -0.3190 0.9563
H 1.6060 1.0612 1.0143
H 0.0126 -1.7916 -1.2983
C -0.6639 0.3249 -0.0025
H -2.1252 1.7962 -0.5277
N 1.7629 0.4197 0.2494
C -1.0602 1.6059 -0.6736
H -0.8698 1.5737 -1.7515
H -0.5088 2.4638 -0.2750
O -2.4548 -0.3208 1.5372
O -0.1120 -1.2758 1.5172
H 2.6194 -0.1122 0.3391
N 0.8444 -1.3095 -0.9886
```

Computed properties:
Orbital gap = 7.951 eV
Total charge = 0
Structure (SMILES) = CC(C(=O)O)=C(N)N
LUMO = 0.37 eV


Q: Which of them is the least stable? A: 1).